{
  "formula": "C6H6",
  "method": "ωB97M-V/def2-TZVPD",
  "species": ["C", "C", "C", "C", "C", "C", "H", "H", "H", "H", "H", "H"],
  "xyz": [[1.01790, -0.32231, 1.16375], [-0.30160, 0.08797, 0.48959], [-0.12205, 1.09441, -0.57169], [-0.04258, 1.77113, -1.56340], [-0.96332, -1.06576, -0.18282], [-1.50791, -2.07268, -0.71443], [1.70505, -0.74617, 0.42738], [1.48934, 0.54687, 1.63140], [0.82567, -1.07514, 1.93392], [-0.98614, 0.48383, 1.25129], [0.01352, 2.35489, -2.45537], [-1.12788, -1.05703, -1.40962]],
  "mulliken_charge": [-1.2396, 0.8166, -0.9811, 0.2207, 0.1116, -0.9233, 0.3216, 0.3488, 0.3588, 0.2171, 0.4232, 0.3256],
  "orbital_gap_ev": 11.259,
  "total_energy_ha": -232.0138,
  "charge": 0,
  "relative_energy_kcal_mol": 133.3
}

---

{
  "formula": "C6H6",
  "method": "ωB97M-V/def2-TZVPD",
  "species": ["C", "C", "C", "C", "C", "C", "H", "H", "H", "H", "H", "H"],
  "xyz": [[3.04092, 0.12475, 0.37730], [1.85464, -0.00291, 0.54390], [0.40836, -0.16037, 0.75091], [-0.39982, -0.18039, -0.57455], [-1.85072, -0.18241, -0.44539], [-2.94854, 0.30658, -0.56442], [4.09124, 0.25129, 0.22504], [0.04267, 0.65388, 1.38467], [0.25340, -1.07947, 1.34144], [-0.51807, 0.76293, -1.12942], [0.02518, -0.89735, -1.28537], [-3.99925, 0.40345, -0.62411]],
  "mulliken_charge": [0.2002, -0.4589, -0.6221, -0.3375, -0.6624, -0.1129, 0.3972, 0.3061, 0.2822, 0.2451, 0.3552, 0.4078],
  "orbital_gap_ev": 10.761,
  "smiles": "C#CCCC#C",
  "total_energy_ha": -232.0650,
  "charge": 0,
  "relative_energy_kcal_mol": 101.3
}

---

{
  "formula": "C6H6",
  "method": "ωB97M-V/def2-TZVPD",
  "species": ["C", "C", "C", "C", "C", "C", "H", "H", "H", "H", "H", "H"],
  "xyz": [[-1.20060, 0.54736, 2.80232], [-0.45552, 0.11104, 1.96558], [0.45451, -0.36541, 0.92906], [0.46795, 0.54031, -0.26986], [0.67644, 0.06878, -1.46366], [0.44957, -0.29437, -2.68959], [-1.85756, 0.91602, 3.55578], [0.19359, -1.38365, 0.61640], [1.47655, -0.40779, 1.32451], [0.30442, 1.60807, -0.15101], [-0.57705, -0.00208, -2.86083], [1.16953, -0.58248, -3.44826]],
  "mulliken_charge": [0.2319, -0.5238, -0.5095, -0.2351, -0.0635, -0.7160, 0.3962, 0.3075, 0.2415, 0.3572, 0.2435, 0.2701],
  "orbital_gap_ev": 10.187,
  "smiles": "C#CCC=C=C",
  "total_energy_ha": -232.0749,
  "charge": 0,
  "relative_energy_kcal_mol": 95.0
}

---

{
  "formula": "C6H6",
  "method": "ωB97M-V/def2-TZVPD",
  "species": ["C", "C", "H", "H", "C", "C", "H", "H", "C", "C", "H", "H"],
  "xyz": [[1.81965, -0.95234, -0.03061], [1.03327, -1.85673, 0.01325], [2.60234, -0.23831, -0.07158], [0.44412, -2.73953, 0.04834], [-1.73203, -1.10383, 0.11072], [-2.12294, 0.02974, 0.09155], [-1.50306, -2.13885, 0.13519], [-2.59122, 0.98278, 0.08344], [-0.09164, 2.04601, -0.08307], [1.08567, 1.81820, -0.09726], [-1.10263, 2.36544, -0.07839], [2.14504, 1.74714, -0.11639]],
  "mulliken_charge": [-0.4657, -0.3807, 0.3510, 0.4952, -0.4623, -0.3823, 0.3502, 0.4946, -0.4619, -0.3838, 0.3507, 0.4948],
  "orbital_gap_ev": 11.386,
  "smiles": "C#C.C#C.C#C",
  "total_energy_ha": -231.9520,
  "charge": 0,
  "relative_energy_kcal_mol": 172.1
}

---

{
  "formula": "C6H68ClN4O30S",
  "method": "ωB97M-V/def2-TZVPD",
  "species": ["O", "S", "O", "Cl", "C", "C", "C", "C", "N", "C", "N", "C", "N", "N", "H", "H", "H", "H", "H", "H", "H", "H", "H", "H", "H", "H", "O", "H", "H", "O", "H", "H", "O", "H", "H", "O", "H", "H", "O", "H", "H", "O", "H", "H", "O", "H", "H", "O", "H", "H", "O", "H", "H", "O", "H", "H", "O", "H", "H", "O", "H", "H", "O", "H", "H", "O", "H", "H", "O", "H", "H", "O", "H", "H", "O", "H", "H", "O", "H", "H", "O", "H", "H", "O", "H", "H", "O", "H", "H", "O", "H", "H", "O", "H", "H", "O", "H", "H", "O", "H", "H", "O", "H", "H", "O", "H", "H", "O", "H", "H"],
  "xyz": [[-1.52355, 2.37192, 1.89571], [-0.43912, 1.85132, 1.12191], [0.12399, 2.79759, 0.21008], [1.04338, 1.32193, 2.38961], [-1.03499, 0.46409, 0.19187], [-0.72550, -0.93574, 0.69479], [0.54891, -1.56208, 0.17087], [0.68641, -1.57240, -1.34746], [2.00321, -1.15476, -1.86008], [2.55259, 0.00465, -1.56805], [1.97104, 0.92097, -0.78888], [2.81604, 1.91697, -0.76137], [3.90893, 1.69208, -1.47343], [3.75038, 0.44640, -2.01844], [-2.10305, 0.59940, 0.25400], [-0.73649, 0.68942, -0.80850], [-1.57447, -1.56382, 0.52187], [-0.62462, -0.86575, 1.76777], [0.52824, -2.59705, 0.47260], [1.41163, -1.15201, 0.66371], [0.58593, -2.58441, -1.69470], [-0.06925, -1.00193, -1.86497], [2.46407, -1.76230, -2.50953], [2.63340, 2.81608, -0.21112], [4.69700, 2.29456, -1.62806], [4.42481, 0.01993, -2.62421], [-0.45564, -0.76549, -4.29503], [-0.69529, -1.22695, -5.10497], [-0.76630, 0.13614, -4.42351], [0.02096, 4.54170, 3.63176], [-0.70457, 4.80107, 4.20695], [-0.34910, 3.85217, 3.07125], [3.76113, -1.74046, 1.67741], [3.65825, -0.78512, 1.71914], [4.18925, -1.94830, 2.52314], [-3.76938, 3.31700, -0.31581], [-3.91155, 4.27025, -0.29036], [-3.33476, 3.11526, 0.52367], [2.77953, -4.52924, 1.62499], [3.19263, -3.65187, 1.66391], [2.80610, -4.82264, 2.54221], [4.03571, -2.90455, 4.36877], [4.84408, -3.41499, 4.23750], [3.41854, -3.49988, 4.80320], [-1.80650, 1.67420, -2.51194], [-1.46277, 2.43750, -2.99091], [-2.32746, 2.08045, -1.80108], [5.00881, 0.28475, 3.36877], [4.90159, 1.23891, 3.40575], [5.45126, 0.07240, 4.20224], [-3.20532, -2.64061, 1.47025], [-3.92709, -2.42013, 2.06551], [-3.58745, -3.29668, 0.87066], [6.79740, -1.42437, 0.18387], [6.12483, -1.17034, 0.83099], [6.36085, -2.13201, -0.30535], [-3.75477, 2.11089, -4.96949], [-3.82699, 3.06916, -4.85201], [-3.37703, 1.80953, -4.13791], [0.69047, -3.81553, -3.89034], [0.53453, -4.43767, -4.60657], [0.33761, -2.97457, -4.19364], [-3.77128, 4.58527, 3.02826], [-4.59700, 4.08560, 2.99499], [-3.08864, 3.91289, 2.93705], [-4.15829, 5.01235, -4.45592], [-3.84570, 5.80788, -4.89375], [-4.69115, 5.31475, -3.71669], [-3.66748, 2.66468, 5.08556], [-3.78395, 3.62047, 5.12817], [-3.29184, 2.41332, 5.93368], [6.21701, -4.02119, 2.52171], [6.85926, -3.33256, 2.71008], [6.28990, -4.15689, 1.57116], [-7.02319, 2.97772, -4.31298], [-7.03540, 2.69611, -3.39001], [-6.11803, 2.80693, -4.61851], [0.33194, -1.43259, 4.60304], [0.65213, -0.69784, 4.07306], [-0.19893, -1.02719, 5.29451], [-6.15732, 5.68951, -2.28672], [-6.87414, 5.80419, -1.65571], [-6.52965, 5.11411, -2.96564], [-6.12007, 2.45496, 1.93762], [-6.94945, 2.29098, 1.48058], [-5.52946, 2.74908, 1.23167], [5.37438, -6.03047, 0.67739], [4.66081, -5.82736, 1.29435], [5.02286, -6.72952, 0.12120], [7.57263, -0.05004, 4.73293], [8.26775, 0.22410, 5.33814], [7.96088, -0.77360, 4.23235], [-4.76931, -2.97755, -0.81355], [-4.98497, -3.41218, -1.64416], [-5.06098, -2.06919, -0.92913], [0.71709, -6.68792, 1.13450], [1.35646, -6.00401, 1.36645], [0.82159, -6.80459, 0.18746], [-8.74035, 3.48690, -1.72945], [-9.42286, 2.89923, -1.39059], [-8.95056, 3.56789, -2.66806], [9.00900, -3.50963, 1.52375], [8.45746, -2.79596, 1.15697], [9.09494, -4.14149, 0.80446], [4.67175, -2.81133, -1.22261], [4.35663, -3.30823, -1.98256], [4.29218, -1.93041, -1.29663], [-7.50387, 4.04219, -7.06915], [-7.47604, 3.74866, -6.15050], [-6.61723, 3.89695, -7.40774]],
  "mulliken_charge": [-0.4183, 1.0223, -0.5970, -0.2056, -0.1124, -1.0834, 0.6801, -1.2172, 0.0542, -0.2691, 0.2508, -0.4657, -0.2002, 0.1394, 0.7273, -0.1924, 0.2678, 0.4481, 0.5624, -0.5741, 0.5774, 0.2090, 0.3809, 0.5944, 0.2060, 0.2093, -0.5382, 0.2701, 0.2484, -0.6443, 0.2964, 0.3253, -0.0826, 0.1107, 0.1060, -0.5449, 0.3405, 0.2142, -0.5016, 0.1354, 0.3495, -0.6109, 0.2905, 0.2616, -0.6354, 0.3359, 0.2116, -0.4672, 0.2150, 0.2745, -0.5558, 0.2621, 0.2721, -0.7101, 0.3179, 0.3730, -0.6241, 0.2898, 0.3693, -0.5895, 0.3104, 0.2917, -0.6331, 0.3278, 0.2925, -0.5815, 0.2808, 0.3815, -0.5932, 0.3352, 0.2796, -0.5370, 0.2613, 0.2738, -0.6447, 0.2931, 0.3240, -0.5840, 0.2706, 0.2994, -0.6682, 0.2971, 0.3012, -0.6159, 0.2934, 0.3321, -0.6312, 0.3260, 0.2858, -0.5924, 0.2924, 0.2967, -0.5862, 0.2972, 0.2961, -0.6141, 0.3801, 0.2961, -0.6186, 0.2864, 0.3253, -0.6399, 0.3164, 0.3196, -0.6418, 0.2762, 0.3399, -0.6318, 0.3848, 0.2900],
  "orbital_gap_ev": 9.616,
  "total_energy_ha": -3603.7796,
  "charge": 1
}

---

{
  "formula": "C6H6AgN2OS4",
  "method": "ωB97M-V/def2-TZVPD",
  "species": ["Ag", "O", "C", "S", "C", "C", "S", "S", "S", "C", "N", "C", "C", "N", "H", "H", "H", "H", "H", "H"],
  "xyz": [[2.56697, 0.13268, -0.71779], [-2.48223, -0.06801, -5.31860], [-1.59712, -0.04035, -4.48812], [-0.68984, -1.45010, -3.95565], [0.37914, -0.64665, -2.80582], [0.22280, 0.69071, -2.69724], [1.09888, 1.86444, -1.69692], [-1.01680, 1.42332, -3.70951], [1.50669, -1.72873, -1.97532], [-0.07262, -0.25740, 3.80810], [0.28297, 0.03332, 2.43496], [-0.77021, 0.24099, 1.43483], [1.53816, -0.03826, 2.02543], [2.62056, -0.04440, 1.61404], [-0.73397, -1.12608, 3.86134], [-0.58365, 0.60020, 4.25172], [0.82806, -0.46539, 4.38040], [-1.36536, -0.67018, 1.33873], [-0.32444, 0.48138, 0.46781], [-1.40797, 1.06850, 1.74763]],
  "mulliken_charge": [0.1173, -0.6169, 0.5441, -0.2191, 0.2237, 0.1157, -0.5666, -0.2282, -0.5326, -0.9571, 0.0465, -0.5228, 0.8004, -0.7520, 0.3133, 0.3032, 0.3537, 0.2972, -0.0136, 0.2939],
  "orbital_gap_ev": 5.818,
  "total_energy_ha": -2156.7867,
  "charge": -1
}

---

{
  "formula": "C6H6AsN4O2ReS6",
  "method": "ωB97M-V/def2-TZVPD",
  "species": ["Re", "S", "C", "C", "N", "C", "S", "C", "N", "C", "O", "C", "O", "N", "N", "H", "H", "H", "H", "H", "H", "S", "As", "S", "S", "S"],
  "xyz": [[-0.30605, -0.08039, 0.46696], [1.50470, 0.07352, 1.72286], [0.87525, 0.46996, 3.25751], [1.60996, 0.06117, 4.42034], [2.14633, -0.42280, 5.31000], [-0.36287, 1.06834, 3.33330], [-1.11053, 1.45172, 1.81052], [-1.05011, 1.30799, 4.59131], [-1.65770, 1.43128, 5.57399], [1.59193, 0.38822, -4.37031], [1.83259, -0.07036, -3.00569], [1.00493, 0.30621, -2.07771], [1.27892, -0.14305, -0.89756], [-0.06237, 1.08327, -2.26876], [-0.75154, 1.44742, -1.04758], [2.38279, -0.03926, -4.96659], [1.76637, 1.45424, -4.44036], [0.65006, 0.06162, -4.75343], [-0.23965, 1.72681, -3.04194], [-1.73894, 1.48251, -1.27435], [-0.45134, 2.36026, -0.79726], [-1.38617, -4.95295, 0.39077], [-1.68400, -2.76955, 0.45560], [-1.04296, -1.67944, 2.26939], [-1.49945, -1.52372, -1.25966], [-3.30016, -4.49301, 0.59865]],
  "mulliken_charge": [1.2013, 0.0256, 0.5535, -0.1975, -0.2189, 0.6171, -0.1173, -0.1508, -0.2332, -0.8659, -0.2661, 0.7798, -0.7394, -0.1633, -0.6537, 0.2571, 0.3894, 0.4026, 0.3302, 0.3697, 0.3757, -0.0309, 0.7371, -0.0651, -0.2706, -0.0663],
  "orbital_gap_ev": 4.890,
  "total_energy_ha": -5304.2575,
  "charge": 2,
  "relative_energy_kcal_mol": 39.3
}

---

{
  "formula": "C6H6BrF",
  "method": "ωB97M-V/def2-TZVPD",
  "species": ["C", "C", "C", "C", "F", "H", "H", "H", "H", "H", "C", "C", "Br", "H"],
  "xyz": [[0.13791, 0.02915, -1.99049], [0.04140, 0.94708, -0.98444], [-0.68497, 0.65841, 0.28452], [-1.00048, 1.41774, 1.27754], [-1.12989, -0.57559, 0.30784], [0.72020, 0.14421, -2.93250], [-0.44655, -0.83546, -2.03335], [0.59228, 1.90996, -1.02100], [-1.41786, 0.87151, 2.16423], [-0.83506, 2.52987, 1.38946], [0.31531, -2.10272, 0.71174], [1.40425, -1.75228, 1.01299], [2.67719, -0.39451, 1.26019], [-0.37373, -2.84738, 0.55327]],
  "mulliken_charge": [-0.6086, -0.2966, 0.6169, -0.6835, -0.2512, 0.2407, 0.2699, 0.2619, 0.2228, 0.2489, 0.0041, -0.4128, -0.0478, 0.4353],
  "orbital_gap_ev": 9.602,
  "smiles": "C=CC(=C)F.C#CBr",
  "total_energy_ha": -2905.9223,
  "charge": 0,
  "relative_energy_kcal_mol": 76.0
}

---

{
  "formula": "C6H6Cl2",
  "method": "ωB97M-V/def2-TZVPD",
  "species": ["Cl", "C", "C", "C", "C", "C", "C", "Cl", "H", "H", "H", "H", "H", "H"],
  "xyz": [[-3.13451, -1.97345, -0.05961], [-1.81718, -0.86121, -0.31315], [-1.82542, 0.25670, 0.44839], [-0.75668, 1.15578, -0.08226], [0.58009, 0.97373, -0.11738], [1.19563, -0.32357, 0.44671], [2.40997, -0.40791, -0.27713], [3.33851, -1.81437, 0.04720], [-1.07983, -0.94373, -1.05131], [-2.49777, 0.51790, 1.15236], [-1.12762, 2.18475, -0.20930], [1.06720, 1.91331, -0.47903], [0.75810, -1.09485, 1.37100], [2.88949, 0.41693, -0.87649]],
  "mulliken_charge": [-0.1945, -0.4130, -0.4175, -0.2533, -0.2642, -0.1501, -0.2200, -0.1884, 0.4355, 0.4632, 0.3280, 0.2967, 0.2739, 0.3035],
  "orbital_gap_ev": 9.017,
  "smiles": "Cl/C=C/C=C\\C=C\\Cl",
  "total_energy_ha": -1152.4704,
  "charge": 0,
  "relative_energy_kcal_mol": 76.3
}

---

{
  "formula": "C6H6Cl2O",
  "method": "ωB97M-V/def2-TZVPD",
  "species": ["C", "C", "C", "C", "C", "C", "O", "Cl", "Cl", "H", "H", "H", "H", "H", "H"],
  "xyz": [[-0.43816, 1.39246, 1.08076], [0.45999, -0.97614, -1.33248], [0.57880, -1.65862, -0.02654], [0.85989, 1.30949, 0.18939], [0.19917, -0.14146, -0.08470], [-1.18283, 0.30118, 0.50789], [-0.80429, 1.97973, 2.06453], [-2.41258, 0.92831, -0.63643], [-2.00756, -0.61300, 1.72038], [1.32687, -0.68972, -1.86437], [-0.29886, -1.14869, -2.02412], [-0.35102, -2.25398, 0.18725], [1.41409, -1.85424, 0.44627], [1.83742, 1.60103, 0.54861], [0.81907, 1.82365, -0.77643]],
  "mulliken_charge": [0.1062, -0.5730, -0.6701, -0.8241, 0.2961, 0.7281, -0.5325, -0.1699, -0.1440, 0.2759, 0.2392, 0.2268, 0.3690, 0.3761, 0.2961],
  "orbital_gap_ev": 10.368,
  "total_energy_ha": -1227.7457,
  "charge": 0,
  "relative_energy_kcal_mol": 76.6
}

---

{
  "formula": "C6H6Cl2O",
  "method": "ωB97M-V/def2-TZVPD",
  "species": ["C", "C", "C", "Cl", "C", "O", "C", "C", "Cl", "H", "H", "H", "H", "H", "H"],
  "xyz": [[2.31071, -0.22888, -0.41534], [1.24208, -1.02595, -0.51515], [-0.08179, -0.64933, 0.11105], [-0.24857, -1.77715, 1.45188], [-1.50000, -0.52916, -0.58712], [-2.00930, -1.12621, -1.46260], [-1.79758, 0.78658, 0.02492], [-0.35504, 0.79805, 0.55974], [-0.19499, 1.15340, 2.25644], [3.24851, -0.43375, -0.65024], [2.32440, 0.71685, -0.09696], [1.38449, -1.93720, -0.96408], [-2.00970, 1.68925, -0.62471], [-2.45959, 0.91553, 0.78887], [0.14638, 1.64797, 0.12328]],
  "mulliken_charge": [-1.0663, -0.4435, 1.1226, -0.1917, 0.0848, -0.4954, -0.6318, -0.2429, -0.1684, 0.3515, 0.2634, 0.4310, 0.2718, 0.3518, 0.3632],
  "orbital_gap_ev": 10.049,
  "smiles": "C=C[C@]1(Cl)C(=O)C[C@H]1Cl",
  "total_energy_ha": -1227.7623,
  "charge": 0,
  "relative_energy_kcal_mol": 66.1
}

---

{
  "formula": "C6H6Cl3P",
  "method": "ωB97M-V/def2-TZVPD",
  "species": ["Cl", "C", "C", "C", "C", "C", "C", "H", "H", "H", "H", "H", "Cl", "P", "Cl", "H"],
  "xyz": [[-0.67700, 2.69745, -1.70391], [-0.92630, 1.21873, -0.91067], [-1.08730, 1.21909, 0.48777], [-1.44325, 0.03297, 1.05848], [-1.32002, -1.19596, 0.40251], [-0.93956, -1.14091, -0.92108], [-1.01592, 0.05269, -1.63189], [-1.05634, 2.13137, 1.03964], [-1.73231, 0.09934, 2.11842], [-1.37549, -2.23652, 1.04452], [-0.56310, -2.05800, -1.47477], [-0.98722, -0.01292, -2.71677], [3.69759, 1.07136, -0.12305], [3.61885, -0.74860, 0.54396], [1.56970, -0.74732, 0.95984], [4.23767, -0.38276, 1.82700]],
  "mulliken_charge": [-0.2194, 0.6041, -0.6507, -0.2074, -0.6092, -0.0138, -0.5273, 0.4350, 0.2812, 0.2108, 0.3037, 0.3667, -0.1459, 0.1596, -0.0674, 0.0798],
  "orbital_gap_ev": 9.598,
  "smiles": "Clc1ccccc1.ClPCl",
  "total_energy_ha": -1954.1567,
  "charge": 0,
  "relative_energy_kcal_mol": 0.0
}